ORCA calculation (ωB97M-V/def2-TZVPD) on a molecular structure, C29H25Cl2N3O6SV at a distorted geometry.

Output
Total charge: -2
HOMO (alpha / beta): 0.45 / 0.53 eV
HOMO-LUMO gap (alpha / beta): 3.4 / 3.4 eV
Energy: -3998.5494 Eh
Largest force on an atom: 1.81 eV/A
Multiplicity: 2
LUMO (alpha / beta): 3.8787 / 3.8790 eV

The geometry in XYZ format:
```
67
C29H25Cl2N3O6SV, DFT ωB97M-V/def2-TZVPD
C -1.75 -5.39 -1.10
Cl 2.77 4.27 6.33
C 2.55 3.60 4.71
C 1.35 3.80 4.06
C -3.26 1.01 -2.58
H -4.58 2.24 -3.72
O -0.36 2.91 0.99
H -4.44 -0.68 -1.89
H -0.94 3.96 2.63
N -0.77 -2.01 -0.08
C 3.59 2.90 4.13
H -1.32 -4.01 -4.16
H -1.20 4.22 -1.99
C 2.41 -1.30 -0.87
C 2.72 -1.58 2.91
C 1.63 -0.84 3.34
H 2.36 -0.33 -1.37
C 1.14 3.28 2.77
S 1.93 3.17 -2.40
C 2.96 -1.74 1.55
Cl 4.71 1.51 2.12
H 3.83 -2.28 1.22
C 3.39 2.40 2.85
C -1.37 -4.10 -3.08
H -2.02 -6.32 -0.62
C -2.94 3.37 -2.89
O 1.24 3.90 -1.26
H 3.40 -1.73 -1.03
H -0.23 -2.21 0.74
O 2.12 2.11 0.89
H -3.26 4.31 -3.33
C -0.75 -0.64 -0.42
H 3.41 -2.00 3.63
H -2.36 -1.02 -1.52
C 1.02 -0.45 1.04
H -1.89 -5.36 1.51
O 1.29 3.45 -3.67
N -1.73 -0.27 -1.27
H -0.48 -4.31 1.64
C -1.44 -4.30 -0.30
H 1.69 -1.96 -1.37
C -0.13 3.42 2.14
H -3.48 -1.02 -3.33
V 0.49 2.16 -0.45
C -1.48 -4.40 1.20
C -4.06 -0.24 -2.82
H 0.55 4.34 4.54
C 2.21 2.58 2.09
O 3.36 3.34 -2.39
H -0.06 0.35 2.70
C 2.12 -1.17 0.59
N 0.10 0.16 0.13
C -3.67 2.22 -3.12
O 1.57 1.70 -1.96
C -2.08 1.01 -1.81
H -0.72 -2.08 -2.78
C -1.04 -3.00 -2.31
C -1.78 3.32 -2.13
H -2.08 -3.60 1.64
H 4.52 2.74 4.64
C 0.78 -0.28 2.40
C -1.73 -5.30 -2.49
H -4.92 -0.02 -3.45
C -1.09 -3.08 -0.91
C -1.30 2.14 -1.55
H -1.98 -6.16 -3.09
H 1.46 -0.67 4.39
```

Listed below, in e, are the natural (NBO) charges computed for each atom: C -0.19; Cl -0.10; C -0.06; C -0.26; C -0.10; H 0.18; O -0.55; H 0.20; H 0.13; N -0.66; C -0.33; H 0.21; H 0.22; C -0.65; C -0.22; C -0.22; H 0.29; C -0.18; S 2.57; C -0.21; Cl -0.05; H 0.20; C -0.10; C -0.20; H 0.20; C -0.26; O -0.98; H 0.20; H 0.43; O -0.73; H 0.19; C 0.63; H 0.20; H 0.40; C 0.14; H 0.21; O -1.02; N -0.61; H 0.22; C -0.08; H 0.20; C 0.04; H 0.20; V 1.22; C -0.63; C -0.64; H 0.20; C 0.40; O -1.00; H 0.23; C -0.01; N -0.54; C -0.23; O -0.96; C 0.20; H 0.24; C -0.28; C -0.17; H 0.23; H 0.22; C -0.22; C -0.26; H 0.21; C 0.25; C -0.33; H 0.20; H 0.21

***

ORCA calculation (ωB97M-V/def2-TZVPD) on a molecular structure, C26H37N5NbO7S2 at a distorted geometry.

Output
Total charge: -1
HOMO: -4.21 eV
HOMO-LUMO gap: 4.9 eV
Energy: -2666.3051 Eh
Largest force on an atom: 4.10 eV/A
Multiplicity: 1
LUMO: 0.6824 eV

The geometry in XYZ format:
```
78
C26H37N5NbO7S2, DFT ωB97M-V/def2-TZVPD
H 5.88 -0.51 1.70
H 4.45 -0.84 0.67
H -3.14 -5.36 -2.98
C -5.00 -3.78 -5.32
H 3.69 -5.30 -1.35
O -0.62 -2.48 -3.54
H 0.50 1.80 -3.29
H -0.61 -2.75 2.78
C -4.63 -4.73 -4.38
C 5.25 -2.58 1.74
N -1.31 -3.45 -3.29
O 1.78 6.19 2.34
C 1.39 -1.43 0.15
C -1.88 8.45 4.18
C -0.65 3.40 -2.45
H -5.94 -3.87 -5.85
H -4.44 -1.96 -6.32
H -1.75 -2.31 -0.76
C 5.39 -1.22 1.05
C 0.36 2.46 -2.45
Nb -2.21 -2.65 1.95
H -2.29 -1.76 -5.12
O -4.10 -2.32 1.16
O 0.48 7.30 1.03
O -1.03 -4.33 -2.51
C -0.01 4.17 -0.29
C -2.95 -2.59 -4.92
H 0.45 -2.68 -1.23
H -2.90 -3.31 3.51
N 0.82 6.90 2.13
C -0.39 7.25 5.64
C 4.03 -5.12 -0.34
O -1.38 2.70 -4.52
C -1.12 -1.95 0.05
H 5.09 -5.36 -0.32
C 1.01 3.23 -0.27
S 2.26 -4.03 3.17
H 3.50 -5.72 0.39
H -2.31 -0.94 2.63
H -4.67 -2.02 1.89
H 1.99 1.65 -1.33
H 2.22 -1.54 -0.54
C -1.51 8.04 5.46
H 1.66 3.16 0.59
S 2.06 -1.42 1.85
H -0.10 6.93 6.63
C 0.00 7.29 3.29
N -2.06 -4.66 1.26
C -1.12 8.07 3.09
C 3.89 -3.62 -0.04
C -0.85 4.26 -1.38
C 0.38 6.87 4.55
C 0.32 -2.48 -0.17
N 4.08 -3.40 1.40
H 0.52 -3.41 0.36
N -1.55 3.48 -3.61
O -2.42 4.33 -3.59
H 6.05 -1.32 0.19
C -4.15 -2.71 -5.59
H 5.20 -2.41 2.81
H -2.58 -4.75 0.40
H 4.63 -3.11 -0.64
H 2.89 -3.34 -0.34
H -1.10 -0.87 0.03
H 6.13 -3.20 1.58
H 1.25 6.25 4.69
C 2.89 -3.01 2.08
C -3.43 -4.63 -3.71
H -2.42 -5.34 1.92
H -2.76 9.06 4.04
H -1.40 8.38 2.09
H -2.11 8.34 6.31
C -2.60 -3.56 -3.99
C 1.20 2.38 -1.35
H -0.15 4.83 0.55
H -5.29 -5.56 -4.17
H -1.65 4.99 -1.40
H 0.95 -0.45 -0.01
```

Listed below, in e, are the Mulliken charges computed for each atom: H 0.33; H 0.13; H 0.43; C -0.38; H 0.40; O -0.59; H 0.46; H 0.28; C -0.50; C -0.71; N 1.03; O -0.59; C -0.77; C -0.43; C 0.12; H 0.37; H 0.37; H 0.34; C -0.80; C -0.44; Nb -0.16; H 0.50; O -0.88; O -0.58; O -0.55; C -0.12; C -0.36; H 0.19; H 0.01; N 1.00; C -0.43; C -1.49; O -0.62; C -2.01; H 0.36; C -0.58; S -0.13; H 0.30; H 0.05; H 0.28; H 0.45; H 0.55; C -0.41; H 0.42; S -0.09; H 0.37; C 0.16; N -0.82; C -0.34; C 0.47; C -0.57; C -0.36; C 0.80; N 0.23; H 0.31; N 1.03; O -0.62; H 0.34; C -0.49; H 0.44; H 0.18; H 0.32; H -0.42; H 0.65; H 0.34; H 0.45; C -0.17; C -0.28; H 0.20; H 0.36; H 0.44; H 0.37; C 0.09; C -0.33; H 0.34; H 0.36; H 0.45; H -0.01

***

ORCA calculation (ωB97M-V/def2-TZVPD) on C5H8N2 in the gas phase.

Output
HOMO: -8.91 eV
HOMO-LUMO gap: 9.9 eV
Relative energy (zero: lowest compared OMol25 entry of this formula, charge and spin): 21.0 kcal per mole
Energy: -304.8020 Eh
Largest force on an atom: 0.62 eV/A
Multiplicity: 1
LUMO: 1.0031 eV

The geometry in XYZ format:
```
15
C5H8N2, DFT ωB97M-V/def2-TZVPD
H 2.82 1.06 0.22
H 2.44 -0.42 -0.69
H -2.14 0.07 -1.80
N 0.61 -1.28 0.90
N 1.07 -0.01 0.76
H -2.41 1.48 -0.78
H -1.23 -2.16 0.48
C -0.64 -1.25 0.46
H 3.11 -0.53 0.96
C -1.03 0.03 0.02
C 0.09 0.79 0.26
C -2.25 0.40 -0.76
H 0.29 1.84 0.06
C 2.45 0.04 0.30
H -3.18 -0.06 -0.39
```

Listed below, in e, are the natural (NBO) charges computed for each atom: H 0.20; H 0.20; H 0.22; N -0.26; N -0.19; H 0.22; H 0.21; C -0.04; H 0.22; C -0.14; C -0.04; C -0.63; H 0.21; C -0.40; H 0.22

***

ORCA calculation (ωB97M-V/def2-TZVPD) on 2 unconnected molecules or ions with the total composition C16H27F4IO10S.

Output
HOMO: -9.94 eV
HOMO-LUMO gap: 9.9 eV
Energy: -2473.5676 Eh
Largest force on an atom: 0.44 eV/A
Multiplicity: 1
LUMO: -0.0139 eV

The geometry in XYZ format:
```
59
C16H27F4IO10S, DFT ωB97M-V/def2-TZVPD
H 0.43 -4.24 0.36
F 4.90 -1.27 -5.53
C -5.30 3.46 2.80
H -0.52 -2.91 -1.30
C -7.12 4.81 2.30
C -0.08 -0.69 -2.77
F 5.12 -0.46 -3.54
H 0.02 0.18 -3.43
H 4.94 2.03 0.64
H 0.36 -2.49 -3.87
H 3.74 3.28 0.43
H -6.52 5.71 2.24
H 4.54 1.32 -1.52
S -0.82 1.07 0.54
H 3.22 -2.64 -4.57
O -0.93 -3.53 1.70
H -1.40 -2.00 -0.07
H -7.54 4.72 3.30
O -6.34 3.65 1.98
H -2.77 2.84 3.16
H -1.57 -3.20 3.56
C 3.90 2.21 0.36
H 2.72 0.02 -2.06
O -1.51 2.30 0.51
O -4.65 2.37 2.40
C 0.13 -0.26 -1.33
C -3.50 2.03 3.19
C 2.60 0.58 -1.13
I 0.61 2.59 -2.34
C 3.16 -1.72 -3.98
C -0.42 -2.37 -0.36
O 0.51 -1.29 -0.50
H -1.10 -1.05 -2.88
F 3.70 0.41 -4.91
O 0.75 1.27 0.29
H 3.42 -1.96 -2.94
H 0.32 -5.02 3.34
H -3.08 1.14 2.75
C 1.11 0.92 -1.04
C 4.22 -0.74 -4.50
H 3.26 1.73 1.10
H 3.31 2.53 -1.70
H -7.91 4.83 1.56
H 1.44 -3.67 3.43
O -1.11 0.32 -0.83
C -0.63 -3.12 3.02
O 1.90 -1.12 -4.06
C 0.10 -3.28 0.76
C 3.63 1.70 -1.07
O -0.96 0.20 1.65
F 2.89 -0.31 -0.11
C 0.90 -1.75 -3.27
C 0.43 -3.99 3.68
O -5.01 4.15 3.74
H 0.33 -3.97 4.77
H 0.95 -2.77 1.23
H 1.38 -2.28 -2.44
H -3.80 1.84 4.22
H -0.33 -2.07 3.02
```

Listed below, in e, are the natural (NBO) charges computed for each atom: H 0.18; F -0.32; C 0.98; H 0.17; C -0.25; C -0.51; F -0.33; H 0.26; H 0.22; H 0.19; H 0.21; H 0.19; H 0.23; S 2.57; H 0.20; O -0.54; H 0.21; H 0.19; O -0.50; H 0.20; H 0.19; C -0.62; H 0.19; O -0.88; O -0.49; C 0.51; C -0.26; C 0.15; I 0.15; C -0.15; C -0.10; O -0.55; H 0.25; F -0.31; O -0.71; H 0.20; H 0.21; H 0.20; C 0.17; C 0.96; H 0.23; H 0.23; H 0.19; H 0.20; O -0.72; C -0.06; O -0.53; C -0.09; C -0.45; O -0.91; F -0.35; C -0.07; C -0.65; O -0.65; H 0.22; H 0.20; H 0.19; H 0.19; H 0.18

***

ORCA calculation (ωB97M-V/def2-TZVPD) on 2 unconnected molecules or ions with the total composition C4H9N2 at a distorted geometry.

Output
Total charge: +1
HOMO: -14.46 eV
HOMO-LUMO gap: 9.5 eV
Relative energy (zero: lowest compared OMol25 entry of this formula, charge and spin): 107.8 kcal per mole
Energy: -266.9275 Eh
Largest force on an atom: 4.40 eV/A
Multiplicity: 1
LUMO: -4.9256 eV

The geometry in XYZ format:
```
15
C4H9N2, DFT ωB97M-V/def2-TZVPD
H -0.88 0.42 -1.53
H -0.52 1.78 0.24
C 0.38 2.09 0.73
C 1.41 2.55 1.18
H 0.31 -2.39 0.23
H 2.10 2.90 1.93
N -1.60 -1.38 0.01
H 1.61 -1.10 -0.71
H 0.86 0.80 -2.10
C 0.19 0.19 -1.42
H -0.08 -0.89 1.22
H -2.14 -0.70 0.64
H -2.19 -2.23 -0.05
N 0.72 -0.61 -0.62
C -0.18 -1.44 0.24
```

Listed below, in e, are the natural (NBO) charges computed for each atom: H 0.25; H 0.22; C -0.31; C -0.16; H 0.22; H 0.26; N -0.88; H 0.46; H 0.25; C 0.12; H 0.23; H 0.40; H 0.43; N -0.41; C -0.08

***

ORCA calculation (ωB97M-V/def2-TZVPD) on 6 unconnected molecules or ions with the total composition C6H14Cl8N2O4 at a distorted geometry.

Output
HOMO: -10.75 eV
HOMO-LUMO gap: 10.8 eV
Relative energy (zero: lowest compared OMol25 entry of this formula, charge and spin): 0.6 kcal per mole
Energy: -4328.8189 Eh
Largest force on an atom: 1.30 eV/A
Multiplicity: 1
LUMO: 0.0271 eV

The geometry in XYZ format:
```
34
C6H14Cl8N2O4, DFT ωB97M-V/def2-TZVPD
H -1.20 4.26 0.17
Cl -2.53 -2.57 -3.26
C 2.21 -1.47 2.92
C 3.09 -0.91 -1.83
O 0.04 -1.98 -0.33
H 1.41 -1.63 2.22
H 2.19 -0.46 3.30
H -0.66 0.90 -0.91
H -1.52 3.98 1.95
H -3.88 -1.65 -4.95
H 2.65 -1.24 -0.90
O 1.55 0.85 -1.55
H -0.27 2.20 3.77
C -2.93 -2.16 -4.93
Cl -2.09 2.66 5.09
C -1.07 -0.09 -1.04
H 2.94 -1.67 -2.60
H -0.84 -0.52 -2.00
C -0.85 1.59 4.44
Cl 0.18 0.95 5.71
N -0.49 -0.94 0.01
Cl 3.75 -1.79 2.12
Cl -2.58 2.42 0.73
H 4.14 -0.65 -1.77
Cl -3.08 -3.60 -5.96
O 2.60 0.69 -3.41
H -2.16 -1.54 -5.35
N 2.35 0.31 -2.31
H -1.28 0.75 3.90
H -2.14 -0.01 -0.85
Cl 1.93 -2.54 4.30
C -1.26 3.58 0.99
Cl 0.32 2.79 1.15
O -0.54 -0.53 1.17
```

Listed below, in e, are the natural (NBO) charges computed for each atom: H 0.23; Cl -0.02; C -0.40; C -0.48; O -0.38; H 0.24; H 0.22; H 0.25; H 0.23; H 0.22; H 0.24; O -0.41; H 0.22; C -0.40; Cl -0.03; C -0.48; H 0.23; H 0.23; C -0.40; Cl -0.02; N 0.54; Cl -0.04; Cl -0.04; H 0.24; Cl -0.02; O -0.36; H 0.22; N 0.55; H 0.23; H 0.23; Cl -0.03; C -0.38; Cl -0.03; O -0.40

***

- Among the records above, which one has the lowest largest force on an atom?
  C16H27F4IO10S

***

- multiplicity of number 5 (C4H9N2)?
  1

***

- What is the formula in the fifth record?
  C4H9N2